# 1
62
Properties=species:S:1:pos:R:3 method="wB97M-V/def2-TZVPD" homo_energy_ev=-9.12 spin_multiplicity=1 relative_energy_kcal_mol=5.8 smiles="CCO[C@H]1CCN(C(=O)CO[C@H]2C[C@@H](NC(=O)CCc3ncnn3C)C2)C[C@@H]1C" gap_ev=9.79
C 4.60 -1.50 -2.92
C 3.36 -2.21 -2.41
O 2.23 -1.42 -2.73
C 0.98 -2.04 -2.51
C 0.71 -2.28 -1.02
C -0.71 -2.79 -0.80
N -1.68 -1.89 -1.41
C -2.37 -0.93 -0.74
O -3.00 -0.06 -1.31
C -2.33 -1.01 0.78
O -3.14 0.01 1.31
C -3.74 -0.28 2.55
C -2.76 -0.11 3.74
C -3.16 1.39 3.78
N -2.30 2.21 2.94
C -1.07 2.57 3.38
O -0.73 2.52 4.55
C -0.09 2.94 2.28
C 0.88 1.76 2.13
C 1.68 1.80 0.88
N 1.45 1.05 -0.19
C 2.40 1.46 -1.06
N 3.20 2.40 -0.61
N 2.73 2.61 0.64
C 3.33 3.61 1.49
C -4.45 1.00 3.02
C -1.47 -1.73 -2.84
C -0.08 -1.15 -3.13
C 0.12 -0.99 -4.63
H 5.49 -2.07 -2.69
H 4.54 -1.36 -4.00
H 4.69 -0.52 -2.45
H 3.26 -3.20 -2.88
H 3.44 -2.35 -1.33
H 0.98 -3.02 -3.03
H 1.42 -3.00 -0.61
H 0.85 -1.33 -0.50
H -0.83 -3.77 -1.27
H -0.92 -2.92 0.26
H -2.70 -1.99 1.11
H -1.29 -0.92 1.13
H -4.32 -1.21 2.48
H -3.11 -0.64 4.63
H -1.71 -0.34 3.57
H -3.26 1.85 4.76
H -2.41 2.07 1.95
H -0.61 3.12 1.33
H 0.43 3.85 2.56
H 1.52 1.71 3.01
H 0.32 0.83 2.10
H 2.51 1.03 -2.05
H 2.96 3.48 2.50
H 4.41 3.48 1.48
H 3.09 4.61 1.14
H -4.79 1.67 2.23
H -5.26 0.78 3.70
H -1.57 -2.71 -3.32
H -2.25 -1.07 -3.23
H -0.02 -0.18 -2.64
H 0.05 -1.95 -5.14
H -0.64 -0.32 -5.06
H 1.10 -0.57 -4.85

# 2
62
Properties=species:S:1:pos:R:3 method="wB97M-V/def2-TZVPD" homo_energy_ev=-9.38 spin_multiplicity=1 relative_energy_kcal_mol=9.3 smiles="CCO[C@H]1CCN(C(=O)CO[C@H]2C[C@@H](NC(=O)CCc3ncnn3C)C2)C[C@@H]1C" gap_ev=9.86
C 3.88 -3.93 -4.69
C 2.58 -3.78 -3.94
O 2.32 -2.39 -3.79
C 1.04 -2.08 -3.29
C 0.92 -2.39 -1.80
C -0.42 -1.92 -1.25
N -0.62 -0.51 -1.53
C -0.33 0.50 -0.65
O -0.17 1.65 -1.00
C -0.25 0.09 0.83
O -0.26 1.13 1.76
C -1.30 2.11 1.63
C -2.67 1.55 2.07
C -2.37 2.03 3.51
N -1.82 0.98 4.35
C -2.05 0.91 5.68
O -2.85 1.62 6.27
C -1.25 -0.14 6.43
C -2.16 -0.96 7.35
C -1.38 -1.68 8.40
N -0.93 -2.92 8.33
C -0.26 -3.07 9.49
N -0.25 -2.01 10.27
N -0.97 -1.12 9.55
C -1.24 0.20 10.08
C -1.28 2.96 2.91
C -0.57 -0.20 -2.95
C 0.78 -0.61 -3.57
C 0.79 -0.30 -5.06
H 4.12 -4.99 -4.82
H 3.81 -3.47 -5.68
H 4.70 -3.46 -4.15
H 1.76 -4.25 -4.48
H 2.66 -4.26 -2.96
H 0.29 -2.68 -3.83
H 1.03 -3.47 -1.62
H 1.74 -1.89 -1.27
H -1.23 -2.47 -1.73
H -0.49 -2.12 -0.18
H -1.07 -0.61 1.03
H 0.69 -0.45 0.99
H -1.23 2.61 0.67
H -3.49 2.11 1.63
H -2.86 0.48 1.94
H -3.18 2.49 4.06
H -1.05 0.45 3.97
H -0.70 -0.80 5.75
H -0.51 0.40 7.02
H -2.88 -0.29 7.81
H -2.70 -1.71 6.78
H 0.24 -3.98 9.78
H -1.57 0.86 9.27
H -2.01 0.15 10.84
H -0.33 0.59 10.52
H -0.33 3.01 3.43
H -1.67 3.96 2.73
H -1.38 -0.75 -3.45
H -0.74 0.86 -3.08
H 1.56 -0.03 -3.06
H 0.00 -0.86 -5.57
H 0.62 0.76 -5.23
H 1.75 -0.58 -5.50

# 3
66
Properties=species:S:1:pos:R:3 method="wB97M-V/def2-TZVPD" homo_energy_ev=-8.77 spin_multiplicity=1 smiles="C[C@]1([PH2]=N)OC(=O)O[C@@H]1CCO.CC#N.CC#N.CC#N.CC#N.CC#N.CC#N.CC#N" gap_ev=9.01
C -1.09 -1.31 0.96
C 0.36 -1.64 1.25
P 1.04 -2.84 0.00
N 1.70 -2.20 -1.27
O 0.50 -2.26 2.56
C 1.81 -2.12 2.90
O 2.35 -2.73 3.78
O 2.40 -1.20 2.12
C 1.35 -0.49 1.40
C 0.82 0.72 2.19
C 1.50 1.08 3.52
O 0.55 1.25 4.57
H -1.15 -0.35 0.44
H -1.60 -2.08 0.38
H -1.62 -1.19 1.90
H -0.04 -3.70 -0.20
H 1.91 -3.59 0.81
H 1.22 -2.46 -2.12
H 1.73 -0.17 0.44
H 0.92 1.57 1.51
H -0.24 0.62 2.40
H 2.00 2.04 3.43
H 2.24 0.33 3.81
H 0.31 0.38 4.91
C 1.64 1.11 -3.25
C 0.66 0.93 -2.19
N -0.13 0.79 -1.36
H 1.90 2.16 -3.35
H 2.53 0.52 -3.01
H 1.23 0.75 -4.19
C 4.99 2.36 -1.21
C 3.85 2.43 -0.30
N 2.95 2.53 0.40
H 5.25 3.36 -1.53
H 5.84 1.89 -0.70
H 4.73 1.76 -2.08
C 1.09 5.53 -0.59
C 2.11 5.47 -1.64
N 2.92 5.38 -2.44
H 0.33 4.78 -0.79
H 1.55 5.31 0.37
H 0.64 6.51 -0.57
C -4.08 -4.54 0.57
C -3.04 -4.42 -0.44
N -2.21 -4.29 -1.22
H -4.81 -5.29 0.28
H -3.64 -4.83 1.53
H -4.59 -3.58 0.69
C -3.53 0.30 -3.31
C -3.58 -0.11 -1.91
N -3.59 -0.40 -0.80
H -2.60 0.84 -3.50
H -3.57 -0.56 -3.97
H -4.37 0.95 -3.54
C 1.74 -3.58 6.80
C 0.82 -3.70 7.93
N 0.09 -3.80 8.81
H 1.20 -3.42 5.87
H 2.42 -2.74 6.96
H 2.33 -4.49 6.70
C -4.88 3.18 -6.86
C -4.27 1.87 -6.63
N -3.80 0.85 -6.44
H -5.41 3.18 -7.82
H -5.59 3.41 -6.07
H -4.11 3.95 -6.88

# 4
69
Properties=species:S:1:pos:R:3 method="wB97M-V/def2-TZVPD" homo_energy_ev="-11.09 / -11.06" spin_multiplicity=1 relative_energy_kcal_mol=0.0 charge=+1 gap_ev="7.49 / 7.46"
W -0.41 -0.25 0.80
N -0.15 -2.42 1.17
C -1.28 -3.17 0.57
C -2.54 -2.33 0.65
O -3.64 -2.83 0.64
N -2.30 -0.97 0.83
C -3.22 -0.30 1.75
C -2.35 0.31 2.86
O -2.79 0.98 3.75
O -1.06 0.04 2.66
H -0.14 -2.55 2.18
H 0.72 -2.80 0.81
H -1.03 -3.40 -0.46
H -1.48 -4.11 1.07
H -3.79 0.50 1.28
H -3.94 -1.00 2.17
N 3.74 0.46 -0.37
N 3.72 0.26 1.01
C 2.61 -0.17 1.67
O 2.62 -0.54 2.81
O 1.47 -0.13 0.93
H 4.36 -0.21 -0.81
H 4.10 1.39 -0.57
H 4.58 0.17 1.52
C 0.62 2.57 -0.17
N -0.38 2.01 0.81
C -1.71 2.63 0.46
N -1.67 4.07 0.46
C -0.67 4.52 -0.51
N 0.66 4.01 -0.18
C 1.02 4.48 1.17
N 0.05 4.03 2.15
C 0.01 2.58 2.18
C -1.27 4.54 1.79
H 0.35 2.21 -1.15
H 1.60 2.17 0.10
H -2.44 2.30 1.20
H -2.00 2.26 -0.53
H -0.64 5.61 -0.52
H -0.95 4.17 -1.51
H 1.05 5.57 1.16
H 2.01 4.10 1.43
H -0.72 2.25 2.91
H 0.98 2.17 2.44
H -1.25 5.62 1.80
H -2.00 4.19 2.53
C -0.39 0.87 -3.11
As -0.43 -0.59 -1.83
C -2.05 -1.46 -2.46
C 1.01 -1.65 -2.63
C 1.27 -2.95 -1.94
C 0.62 -4.12 -2.33
C 0.84 -5.31 -1.66
C 1.72 -5.36 -0.59
C 2.40 -4.21 -0.20
C 2.17 -3.02 -0.87
H 0.58 1.38 -3.09
H -1.18 1.59 -2.90
H -0.55 0.46 -4.10
H -2.03 -1.48 -3.55
H -2.91 -0.90 -2.12
H -2.13 -2.48 -2.10
H 1.89 -1.00 -2.58
H 0.74 -1.79 -3.67
H -0.06 -4.09 -3.18
H 0.32 -6.21 -1.98
H 1.90 -6.30 -0.08
H 3.11 -4.25 0.61
H 2.70 -2.11 -0.58

# 5
79
Properties=species:S:1:pos:R:3 method="wB97M-V/def2-TZVPD" homo_energy_ev=-7.77 spin_multiplicity=1 smiles="CCOB([PH2]=N)P(C)C.CCOC(=O)C(F)(F)F.CCOC(=O)C(F)(F)F.CCOC(=O)C(F)(F)F.CCOC(=O)C(F)(F)F" gap_ev=7.92
C 1.13 2.11 2.02
C 1.47 2.53 0.59
O 2.62 3.42 0.55
B 2.35 4.75 0.67
P 1.35 5.69 -0.73
N 0.25 6.65 -0.12
P 2.95 5.76 2.23
C 1.35 5.88 3.16
C 3.06 7.45 1.51
H 0.10 2.33 2.26
H 1.78 2.62 2.72
H 1.28 1.04 2.14
H 0.61 3.03 0.12
H 1.73 1.68 -0.03
H 0.89 4.72 -1.66
H 2.34 6.33 -1.53
H -0.67 6.49 -0.51
H 1.47 6.63 3.94
H 0.53 6.16 2.51
H 1.14 4.92 3.64
H 3.48 8.13 2.25
H 2.10 7.83 1.15
H 3.76 7.41 0.68
C 0.23 -3.04 0.00
C -0.36 -2.34 -1.20
O -1.55 -1.59 -0.83
C -1.35 -0.41 -0.28
O -0.31 0.12 -0.04
C -2.71 0.26 0.02
F -3.58 -0.60 0.56
F -3.24 0.70 -1.13
F -2.56 1.29 0.84
H -0.52 -3.69 0.47
H 1.07 -3.66 -0.31
H 0.58 -2.33 0.75
H -0.71 -3.04 -1.95
H 0.35 -1.66 -1.66
C 6.72 1.89 1.84
C 6.41 0.90 0.74
O 6.05 -0.40 1.29
C 4.80 -0.51 1.70
O 3.94 0.32 1.67
C 4.54 -1.95 2.22
F 5.53 -2.37 3.01
F 4.44 -2.79 1.18
F 3.40 -2.00 2.90
H 7.50 1.50 2.49
H 7.06 2.83 1.40
H 5.83 2.10 2.44
H 7.28 0.69 0.12
H 5.59 1.25 0.11
C -5.43 -1.05 -4.92
C -4.13 -0.52 -4.34
O -3.13 -1.56 -4.26
C -2.47 -1.83 -5.37
O -2.61 -1.32 -6.44
C -1.38 -2.89 -5.10
F -1.85 -3.89 -4.34
F -0.36 -2.33 -4.43
F -0.92 -3.40 -6.23
H -5.79 -1.90 -4.34
H -6.18 -0.27 -4.89
H -5.29 -1.36 -5.95
H -4.26 -0.19 -3.31
H -3.74 0.30 -4.92
C -5.61 -4.07 1.66
C -4.42 -4.25 0.74
O -3.29 -4.79 1.47
C -3.28 -6.10 1.65
O -4.10 -6.89 1.28
C -2.00 -6.52 2.40
F -1.76 -5.70 3.44
F -0.95 -6.45 1.57
F -2.10 -7.76 2.86
H -5.35 -3.44 2.51
H -6.42 -3.59 1.11
H -5.97 -5.03 2.03
H -4.07 -3.29 0.36
H -4.65 -4.91 -0.10

# 6
72
Properties=species:S:1:pos:R:3 method="wB97M-V/def2-TZVPD" homo_energy_ev="-1.94 / -4.82" spin_multiplicity=2 relative_energy_kcal_mol=20.3 s2=0.7669 charge=-1 gap_ev="4.20 / 7.08"
Bi -0.49 -0.07 -0.12
O 0.89 1.60 -0.81
N 0.41 2.70 -1.47
C 1.36 3.54 -2.03
C 0.97 4.64 -2.74
C -0.40 4.93 -2.92
C -1.34 4.02 -2.36
C -0.94 2.92 -1.66
S -2.08 1.77 -0.98
H 2.39 3.27 -1.85
H 1.74 5.28 -3.15
H -0.72 5.81 -3.47
H -2.41 4.17 -2.48
O -0.90 -2.34 -1.77
C -0.10 -3.14 -1.20
O 0.73 -2.87 -0.29
H -0.07 -4.17 -1.60
C -3.89 -3.47 3.67
C -3.49 -4.08 2.32
C -3.40 -3.03 1.24
N -2.84 -1.89 1.39
N -2.86 -1.11 0.25
C -3.45 -1.68 -0.76
N -3.63 -1.12 -1.98
S -4.07 -3.24 -0.36
H -3.90 -4.23 4.45
H -4.89 -3.02 3.60
H -3.19 -2.68 3.94
H -4.20 -4.84 2.01
H -2.52 -4.56 2.41
H -3.21 -0.19 -2.04
H -3.33 -1.71 -2.73
C 5.01 -3.42 3.28
Si 4.03 -1.92 2.73
C 5.11 -0.44 3.13
C 2.47 -1.76 3.73
C 3.60 -2.20 0.94
Te 2.57 -0.60 -0.06
C 4.29 0.69 -0.18
Si 5.16 0.45 -1.82
C 4.10 1.14 -3.19
C 6.81 1.34 -1.79
C 5.52 -1.35 -2.18
H 5.31 -3.34 4.33
H 5.91 -3.54 2.67
H 4.41 -4.34 3.17
H 5.37 -0.50 4.20
H 4.58 0.50 2.97
H 6.05 -0.42 2.56
H 2.63 -2.11 4.76
H 1.65 -2.34 3.29
H 2.14 -0.72 3.77
H 2.86 -3.01 0.91
H 4.45 -2.49 0.32
H 4.94 0.44 0.66
H 3.94 1.72 -0.05
H 4.09 2.23 -3.18
H 3.07 0.80 -3.07
H 4.45 0.81 -4.17
H 6.68 2.41 -1.60
H 7.33 1.23 -2.75
H 7.46 0.94 -1.01
H 4.60 -1.94 -2.09
H 6.26 -1.76 -1.49
H 5.90 -1.47 -3.20
F -0.41 -0.31 3.01
C -0.80 0.71 2.16
F -2.10 0.99 2.46
C 0.00 1.94 2.61
F -0.39 3.01 1.91
F 1.31 1.75 2.43
F -0.20 2.21 3.92